# 1
92
Properties=species:S:1:pos:R:3:forces:R:3:mulliken_charge:R:1 method="wB97M-V/def2-TZVPD" orbital_gap_ev=4.6 total_charge=-1 e_lumo_ev=2.28
C 4.807 3.481 1.157 -0.2 0.0 -0.3 -0.990
C 5.180 3.613 -0.316 -0.3 0.5 0.0 -0.544
C 4.057 3.155 -1.238 0.1 -0.4 0.2 -0.776
C 3.638 1.716 -0.967 0.4 0.3 -0.5 0.024
O 3.017 1.181 -2.119 -0.2 0.0 0.3 -0.182
C 2.070 0.115 -1.894 0.4 0.1 0.2 -1.888
C 2.710 -0.982 -1.033 -0.6 0.0 -1.0 -0.219
O 2.461 -0.896 0.425 0.6 0.3 0.6 -0.162
N 3.609 -0.804 1.138 -0.3 0.4 -0.3 0.362
O 3.434 -0.302 2.202 0.0 -0.3 0.0 -0.537
O 0.999 0.714 -1.097 -0.3 -0.4 0.0 0.857
C -0.288 0.592 -1.651 0.3 0.1 -0.3 -1.548
C -0.896 1.939 -2.105 -0.1 -0.2 0.0 0.957
C 0.180 2.951 -2.476 -0.2 -0.1 -0.2 -1.693
C -2.007 2.466 -1.188 0.3 0.2 -0.1 -1.058
C -1.677 2.869 0.251 0.2 -0.1 0.2 1.667
C -1.194 1.731 1.149 -0.1 0.4 0.3 -1.503
C -0.716 4.052 0.387 -0.5 -0.1 0.3 -1.751
H 5.472 4.043 1.804 0.3 -0.1 0.2 0.377
H 3.809 3.899 1.290 -0.1 0.0 0.1 0.238
H 4.759 2.438 1.456 0.1 -0.1 0.2 0.184
H 5.352 4.673 -0.513 0.2 0.1 -0.1 0.374
H 6.100 3.084 -0.564 0.1 -0.1 0.1 0.343
H 4.389 3.210 -2.272 -0.1 0.1 -0.2 0.302
H 3.186 3.792 -1.089 -0.1 0.2 -0.2 0.078
H 4.557 1.147 -0.764 0.0 -0.2 0.3 0.381
H 2.985 1.700 -0.096 -0.1 -0.3 0.1 0.130
H 3.781 -1.051 -1.219 0.2 0.1 0.1 0.405
H 2.269 -1.924 -1.341 -0.2 -0.3 0.3 0.505
H -0.964 0.097 -0.950 0.0 0.0 0.2 0.368
H -0.215 -0.063 -2.516 0.1 -0.1 -0.2 0.632
H -1.382 1.707 -3.055 -0.3 0.0 0.0 0.333
H 0.655 2.618 -3.395 0.3 0.0 0.0 0.543
H 0.952 3.036 -1.727 0.2 0.0 0.1 -0.131
H -0.267 3.926 -2.667 -0.1 0.2 0.0 0.427
H -2.437 3.348 -1.676 0.0 0.1 -0.1 0.382
H -2.809 1.727 -1.170 -0.1 -0.2 0.1 0.240
H -2.617 3.210 0.689 -0.2 0.0 0.0 0.002
H -1.964 0.975 1.282 0.0 -0.3 -0.2 0.246
H -0.254 1.295 0.827 0.0 -0.2 -0.2 0.084
H -1.020 2.149 2.142 0.1 0.0 0.2 0.533
H -1.101 4.917 -0.151 0.2 0.1 -0.3 0.321
H 0.294 3.800 0.093 0.2 0.1 -0.2 0.136
H -0.685 4.326 1.441 0.1 0.1 0.1 0.577
C -8.610 2.484 -3.354 0.0 0.1 0.0 -0.690
O -8.897 3.269 -2.214 0.0 -0.1 -0.1 -0.326
C -9.727 2.645 -1.244 -0.1 0.2 0.2 -0.822
C -8.953 2.204 -0.017 0.1 -0.1 -0.1 -0.134
N -8.077 1.075 -0.300 0.1 0.2 -0.1 -0.330
C -7.084 0.779 0.734 -0.1 -0.1 -0.1 -0.846
C -6.106 1.866 1.172 0.1 0.0 0.1 -0.577
O -5.123 2.209 0.220 -0.1 0.1 0.0 -0.252
C -5.546 3.069 -0.820 0.2 -0.1 0.0 -0.482
H -8.214 3.151 -4.117 0.0 0.0 0.0 0.233
H -7.856 1.717 -3.151 0.0 -0.1 0.0 0.285
H -9.512 2.003 -3.744 0.0 0.0 0.0 0.328
H -10.283 1.810 -1.682 0.1 -0.1 0.0 0.396
H -10.454 3.399 -0.929 0.0 0.0 0.0 0.387
H -9.669 1.908 0.757 0.0 0.0 0.0 0.370
H -8.405 3.080 0.352 -0.1 0.1 0.0 0.139
H -7.590 1.243 -1.169 0.0 0.0 0.0 0.129
H -6.491 -0.064 0.370 0.0 0.0 0.0 0.393
H -7.619 0.428 1.623 0.0 0.0 0.0 0.421
H -5.550 1.463 2.022 0.0 0.0 0.0 0.350
H -6.614 2.768 1.538 -0.1 0.0 -0.1 0.390
H -6.262 3.817 -0.468 -0.1 0.0 0.0 0.348
H -5.974 2.496 -1.648 -0.1 0.1 0.0 0.128
H -4.666 3.582 -1.203 0.0 0.0 0.1 0.152
C 4.995 -8.443 2.985 0.1 0.0 -0.1 -0.682
O 4.826 -8.147 1.615 0.0 0.0 0.2 -0.335
C 3.592 -7.518 1.284 -0.1 0.0 -0.3 -0.807
C 3.754 -6.042 0.977 0.1 0.0 0.2 -0.144
N 4.071 -5.267 2.168 0.2 -0.1 0.0 -0.299
C 4.529 -3.896 1.917 -0.2 -0.1 0.1 -0.612
C 5.739 -3.662 1.020 0.0 0.2 -0.1 -0.376
O 6.988 -4.065 1.567 0.0 -0.1 0.0 -0.463
C 7.256 -5.449 1.508 0.1 0.2 0.1 -0.506
H 5.822 -9.147 3.068 0.0 0.0 0.0 0.231
H 5.247 -7.555 3.574 -0.1 0.0 0.1 0.284
H 4.098 -8.907 3.407 0.0 0.0 0.0 0.324
H 2.849 -7.678 2.071 0.1 0.1 0.1 0.405
H 3.229 -8.011 0.378 0.0 0.0 0.0 0.388
H 2.815 -5.671 0.556 0.0 0.0 0.0 0.354
H 4.525 -5.955 0.201 -0.1 0.0 -0.1 0.143
H 4.783 -5.750 2.698 0.0 0.0 0.0 0.151
H 4.753 -3.455 2.891 0.0 0.1 0.0 0.318
H 3.691 -3.331 1.504 0.0 0.0 -0.1 0.307
H 5.818 -2.583 0.884 0.0 0.0 0.0 0.311
H 5.610 -4.089 0.018 0.0 -0.1 0.0 0.294
H 6.876 -5.902 0.588 -0.1 0.0 0.0 0.260
H 6.846 -5.973 2.377 -0.1 -0.1 -0.1 0.130
H 8.339 -5.575 1.533 0.0 0.0 0.0 0.309

# 2
93
Properties=species:S:1:pos:R:3:forces:R:3:mulliken_charge:R:1 method="wB97M-V/def2-TZVPD" orbital_gap_ev=9.5 e_lumo_ev=0.32
C -0.156 1.252 -4.163 -0.5 0.1 -0.1 -0.648
C -1.177 0.140 -4.423 0.4 0.0 -0.3 -0.843
C -0.623 -1.281 -4.359 -0.1 0.3 0.5 -0.567
I 0.737 -1.659 -5.972 0.0 -0.1 0.0 0.042
Si 0.037 -1.822 -2.638 0.3 -0.1 -0.2 -0.188
C -0.667 -0.740 -1.258 -0.5 -0.4 0.4 -0.594
C -1.606 -1.563 -0.341 0.7 0.7 -0.2 -0.909
C -1.937 -0.804 0.914 -0.3 0.3 0.6 0.824
F -2.916 -1.426 1.646 0.8 0.5 -0.5 -0.282
F -2.382 0.464 0.652 0.3 -0.9 0.3 -0.263
F -0.842 -0.684 1.731 -0.9 0.0 -0.5 -0.295
C 1.891 -2.126 -2.489 -0.1 0.5 -0.2 -0.028
C 2.845 -0.932 -2.347 0.3 -0.1 0.0 0.466
C 3.612 -0.577 -3.606 0.1 0.2 0.3 -1.576
O 2.169 0.241 -1.874 -0.3 -0.1 -0.4 -0.528
H 0.862 0.889 -4.186 0.2 -0.1 0.1 -0.030
H -0.354 1.735 -3.214 0.2 0.0 0.3 0.281
H -0.242 2.020 -4.923 0.0 0.2 -0.1 0.363
H -1.993 0.177 -3.705 -0.1 0.1 0.2 0.350
H -1.640 0.294 -5.393 -0.1 -0.1 -0.2 0.504
H -1.456 -1.943 -4.567 0.0 -0.3 -0.1 0.616
H -0.596 -3.155 -2.437 0.0 -0.1 0.0 -0.251
H -1.225 0.108 -1.638 0.0 0.2 -0.2 0.565
H 0.128 -0.333 -0.648 0.3 0.1 -0.1 0.463
H -1.084 -2.464 -0.044 -0.2 -0.4 0.2 0.389
H -2.519 -1.810 -0.866 -0.3 -0.2 0.1 0.272
H 2.050 -2.774 -1.631 -0.2 -0.2 0.2 -0.306
H 2.203 -2.706 -3.353 0.0 -0.2 -0.1 0.474
H 3.593 -1.214 -1.609 0.1 -0.1 0.2 0.408
H 4.044 -1.459 -4.062 0.0 -0.2 -0.2 0.304
H 2.988 -0.037 -4.306 -0.2 -0.1 -0.3 0.293
H 4.432 0.084 -3.340 0.1 0.2 0.0 0.385
H 2.576 0.509 -1.059 0.2 0.3 0.5 0.341
C -5.781 0.463 1.357 -0.1 0.1 0.1 -0.685
C -6.962 0.570 0.409 0.1 -0.1 0.0 -0.489
O -7.938 1.517 0.801 -0.1 0.0 0.0 -0.440
C -7.487 2.852 0.921 0.0 0.1 0.0 -0.336
C -6.926 3.438 -0.364 0.0 -0.1 -0.1 -1.035
H -6.121 0.220 2.365 0.0 0.0 0.0 0.288
H -5.103 -0.318 1.023 0.0 -0.1 0.0 0.230
H -5.213 1.393 1.410 0.0 0.0 0.0 0.190
H -7.490 -0.383 0.373 0.0 0.0 0.0 0.370
H -6.618 0.776 -0.612 0.0 0.0 0.0 0.298
H -6.755 2.936 1.733 0.0 0.0 0.0 0.282
H -8.362 3.424 1.229 0.0 0.0 0.0 0.349
H -6.036 2.907 -0.704 0.0 0.0 0.0 0.217
H -6.650 4.482 -0.210 0.0 0.0 0.0 0.394
H -7.668 3.389 -1.161 0.0 0.0 0.0 0.360
C -4.586 5.487 2.320 -0.1 0.0 0.1 -0.794
C -4.734 6.921 1.842 0.1 0.0 0.0 -0.424
O -6.029 7.460 2.029 -0.1 0.0 -0.1 -0.437
C -6.493 7.516 3.365 -0.1 0.0 0.1 -0.294
C -5.631 8.360 4.288 0.1 0.0 -0.1 -1.038
H -5.316 4.844 1.827 0.0 0.0 0.0 0.020
H -3.587 5.115 2.091 0.0 0.0 0.0 0.429
H -4.735 5.394 3.397 0.1 0.0 0.0 0.285
H -4.562 6.965 0.766 0.0 0.0 0.0 0.369
H -3.978 7.562 2.308 0.0 0.0 0.0 0.336
H -6.617 6.506 3.772 0.0 0.0 0.0 0.252
H -7.490 7.952 3.300 0.0 0.0 0.0 0.352
H -4.625 7.952 4.400 0.0 0.0 0.0 0.267
H -6.081 8.406 5.280 0.0 0.0 0.0 0.391
H -5.538 9.376 3.900 0.0 0.0 0.0 0.282
C 6.428 -4.336 -2.601 -0.1 -0.1 0.0 -1.394
C 5.943 -3.755 -1.284 0.2 0.0 0.0 -0.055
O 4.538 -3.812 -1.109 -0.1 0.2 0.0 -0.169
C 3.964 -5.106 -1.101 0.0 -0.1 0.0 -0.349
C 4.492 -6.006 0.003 0.1 0.0 0.0 -1.083
H 5.946 -3.836 -3.442 0.0 0.0 0.0 0.264
H 7.506 -4.204 -2.689 0.0 0.0 0.0 0.453
H 6.217 -5.403 -2.682 0.0 0.0 0.0 0.329
H 6.190 -2.694 -1.249 0.0 0.0 0.0 0.239
H 6.450 -4.221 -0.434 0.0 0.0 0.0 0.253
H 4.080 -5.585 -2.080 0.0 0.0 0.0 0.416
H 2.895 -4.944 -0.958 0.0 0.0 0.0 0.240
H 5.557 -6.211 -0.108 0.0 0.0 0.0 0.296
H 3.966 -6.961 -0.012 0.0 0.0 0.0 0.422
H 4.343 -5.539 0.978 0.0 0.0 0.0 0.128
C 5.173 -3.757 3.968 0.0 0.1 -0.1 -0.960
C 6.579 -3.632 3.407 0.0 0.0 0.1 -0.351
O 6.628 -3.173 2.069 0.1 -0.1 -0.1 -0.411
C 6.074 -1.892 1.830 -0.1 0.1 0.0 0.066
C 6.747 -0.768 2.600 0.1 -0.1 0.1 -1.294
H 4.570 -4.417 3.343 0.0 0.0 0.0 0.167
H 5.210 -4.171 4.976 0.0 0.0 0.0 0.405
H 4.666 -2.794 4.024 0.0 0.0 0.0 0.273
H 7.052 -4.614 3.386 0.0 0.0 0.0 0.340
H 7.198 -3.000 4.054 0.0 0.0 0.0 0.326
H 4.995 -1.900 2.020 0.0 0.0 0.0 0.249
H 6.199 -1.723 0.762 0.0 0.0 0.0 0.149
H 6.632 -0.881 3.678 -0.1 0.0 0.0 0.308
H 6.308 0.190 2.320 0.0 0.0 0.0 0.398
H 7.815 -0.739 2.379 0.0 0.0 0.0 0.322

no.,E (Ha)
1,-1752.074805
2,-2250.277454